# 1
A structure of composition C26H30NNaOSeTe in a non-equilibrium geometry. Source: OMol25; level of theory: ωB97M-V/def2-TZVPD.

Atoms and positions in Å:
Na: 2.523 -1.073 0.827
C: 0.902 -1.019 3.876
C: 0.634 -1.030 2.377
O: 0.440 -2.133 1.788
N: 0.597 0.119 1.784
Te: -0.195 -0.108 -0.154
C: -2.020 -0.341 -1.643
C: -2.874 -1.439 -1.552
C: -2.725 -2.458 -0.461
C: -3.905 -1.606 -2.474
C: -4.092 -0.711 -3.512
C: -5.156 -0.926 -4.549
C: -3.243 0.383 -3.595
C: -2.215 0.571 -2.682
C: -1.328 1.772 -2.836
C: -1.036 1.761 0.437
C: -0.336 2.958 0.321
C: 1.010 3.007 -0.332
C: -0.875 4.125 0.852
C: -2.083 4.122 1.526
C: -2.642 5.376 2.135
C: -2.754 2.914 1.660
C: -2.242 1.739 1.136
C: -2.978 0.458 1.368
H: -0.011 -1.344 4.369
H: 1.158 -0.012 4.194
H: 1.698 -1.714 4.127
H: -1.840 -2.240 0.136
H: -2.622 -3.459 -0.876
H: -3.600 -2.450 0.188
H: -4.565 -2.460 -2.391
H: -5.793 -1.766 -4.284
H: -4.701 -1.137 -5.518
H: -5.769 -0.032 -4.651
H: -3.371 1.099 -4.399
H: -1.522 2.278 -3.783
H: -0.279 1.479 -2.802
H: -1.504 2.476 -2.023
H: 1.134 2.127 -0.964
H: 1.788 2.978 0.433
H: 1.136 3.910 -0.927
H: -0.329 5.056 0.769
H: -1.993 6.230 1.950
H: -2.750 5.261 3.214
H: -3.626 5.596 1.722
H: -3.688 2.882 2.207
H: -3.640 0.542 2.229
H: -2.254 -0.339 1.543
H: -3.569 0.193 0.491
Se: 5.056 -1.265 -0.085
C: 6.318 -2.595 0.412
C: 7.313 -2.932 -0.503
C: 8.292 -3.846 -0.165
C: 8.289 -4.436 1.091
C: 7.289 -4.115 1.995
C: 6.307 -3.202 1.660
H: 7.302 -2.464 -1.477
H: 9.065 -4.092 -0.884
H: 9.066 -5.140 1.360
H: 7.283 -4.577 2.976
H: 5.524 -2.951 2.369

HOMO level (spin up / spin down) in eV: -4.03 / -4.03
Orbital gap (spin up / spin down) in eV: 6.32 / 5.98
Net charge: -1
Expectation value of S²: 0.7641
Spin multiplicity: 2

Partial charges, Löwdin, in e: number 1, Na, carries 0.160; number 2, C, carries -0.028; number 3, C, carries -0.869; number 4, O, carries -0.169; number 5, N, carries -0.207; number 6, Te, carries 1.655; number 7, C, carries -0.252; number 8, C, carries -0.322; number 9, C, carries -0.079; number 10, C, carries -0.028; number 11, C, carries -0.287; number 12, C, carries -0.062; number 13, C, carries -0.030; number 14, C, carries -0.296; number 15, C, carries -0.065; number 16, C, carries -0.355; number 17, C, carries -0.316; number 18, C, carries -0.079; number 19, C, carries -0.020; number 20, C, carries -0.277; number 21, C, carries -0.060; number 22, C, carries -0.019; number 23, C, carries -0.287; number 24, C, carries -0.066; number 25, H, carries 0.073; number 26, H, carries 0.065; number 27, H, carries 0.069; number 28, H, carries 0.014; number 29, H, carries 0.081; number 30, H, carries 0.082; number 31, H, carries 0.112; number 32, H, carries 0.067; number 33, H, carries 0.077; number 34, H, carries 0.074; number 35, H, carries 0.111; number 36, H, carries 0.074; number 37, H, carries 0.062; number 38, H, carries 0.072; number 39, H, carries 0.009; number 40, H, carries 0.089; number 41, H, carries 0.080; number 42, H, carries 0.112; number 43, H, carries 0.068; number 44, H, carries 0.077; number 45, H, carries 0.075; number 46, H, carries 0.115; number 47, H, carries 0.081; number 48, H, carries 0.042; number 49, H, carries 0.080; number 50, Se, carries 0.498; number 51, C, carries -0.732; number 52, C, carries -0.172; number 53, C, carries -0.120; number 54, C, carries -0.134; number 55, C, carries -0.121; number 56, C, carries -0.158; number 57, H, carries 0.080; number 58, H, carries 0.091; number 59, H, carries 0.084; number 60, H, carries 0.092; number 61, H, carries 0.087

=====

# 2
A structure of composition C26H31AsClHfI2N2O3SSe5 in a non-equilibrium geometry. Source: OMol25; level of theory: ωB97M-V/def2-TZVPD.

Atoms and positions in Å:
Hf: -0.618 0.304 -0.705
Se: -2.940 -0.890 -0.495
Se: -2.470 -1.853 -2.598
Se: -1.371 -0.345 -4.009
Se: 0.708 0.070 -2.995
I: -2.524 2.600 1.328
I: -5.147 2.237 1.279
C: 3.855 2.724 -2.912
C: 4.261 1.412 -2.288
C: 4.688 0.366 -3.106
C: 5.188 -0.801 -2.564
Cl: 5.695 -2.085 -3.621
C: 5.305 -0.956 -1.191
C: 4.840 0.053 -0.366
C: 4.296 1.203 -0.914
O: 3.881 2.174 -0.006
C: 2.570 2.657 -0.069
C: 1.471 1.641 -0.036
O: 1.606 0.408 -0.130
O: 0.245 2.092 0.008
H: 4.359 2.853 -3.868
H: 4.132 3.565 -2.278
H: 2.781 2.770 -3.111
H: 4.659 0.483 -4.183
H: 5.733 -1.860 -0.780
H: 4.894 -0.037 0.712
H: 2.374 3.260 -0.960
H: 2.420 3.317 0.785
C: 0.889 0.218 3.153
As: -0.407 -0.643 2.010
C: 0.048 -2.487 2.347
C: -2.048 -0.445 3.082
C: -2.169 -1.446 4.189
C: -1.626 -1.187 5.445
C: -1.708 -2.133 6.460
C: -2.340 -3.347 6.228
C: -2.896 -3.608 4.981
C: -2.810 -2.663 3.970
H: 0.861 -0.279 4.120
H: 0.651 1.274 3.274
H: 1.884 0.122 2.722
H: -0.032 -2.637 3.420
H: 1.067 -2.679 2.019
H: -0.631 -3.151 1.820
H: -2.887 -0.517 2.393
H: -2.019 0.571 3.467
H: -1.148 -0.232 5.638
H: -1.288 -1.916 7.435
H: -2.409 -4.083 7.018
H: -3.400 -4.549 4.797
H: -3.249 -2.868 2.998
Se: -0.607 3.219 -2.495
N: -1.804 1.975 -1.962
C: -2.968 2.331 -2.520
C: -4.202 1.615 -2.424
C: -5.284 2.089 -3.088
C: -5.246 3.289 -3.873
C: -4.108 4.001 -3.992
C: -2.930 3.532 -3.323
N: -1.759 4.144 -3.418
H: -4.260 0.719 -1.834
H: -6.217 1.542 -3.022
H: -6.146 3.620 -4.375
H: -4.049 4.909 -4.577
C: 0.557 -3.318 -2.415
S: 0.384 -2.503 -0.824
C: 2.142 -2.367 -0.460
H: 1.281 -4.120 -2.275
H: 0.910 -2.619 -3.174
H: -0.399 -3.738 -2.696
H: 2.655 -1.917 -1.310
H: 2.542 -3.359 -0.258
H: 2.286 -1.723 0.400

HOMO level in eV: -10.56
Orbital gap in eV: 6.35
Net charge: +1
Energy relative to the best compared isomer or geometry (same formula, charge and spin) in kJ/mol: 0.0

Partial charges, Löwdin, in e: number 1, Hf, carries 0.804; number 2, Se, carries 0.042; number 3, Se, carries 0.099; number 4, Se, carries 0.141; number 5, Se, carries 0.146; number 6, I, carries 0.341; number 7, I, carries 0.203; number 8, C, carries -0.022; number 9, C, carries -0.197; number 10, C, carries -0.066; number 11, C, carries -0.667; number 12, Cl, carries 0.681; number 13, C, carries -0.106; number 14, C, carries -0.002; number 15, C, carries -0.234; number 16, O, carries -0.012; number 17, C, carries -0.084; number 18, C, carries -0.597; number 19, O, carries -0.167; number 20, O, carries -0.356; number 21, H, carries 0.091; number 22, H, carries 0.092; number 23, H, carries 0.060; number 24, H, carries 0.121; number 25, H, carries 0.114; number 26, H, carries 0.131; number 27, H, carries 0.119; number 28, H, carries 0.161; number 29, C, carries -0.257; number 30, As, carries 1.055; number 31, C, carries -0.280; number 32, C, carries -0.372; number 33, C, carries -0.329; number 34, C, carries -0.058; number 35, C, carries -0.070; number 36, C, carries -0.077; number 37, C, carries -0.068; number 38, C, carries -0.059; number 39, H, carries 0.033; number 40, H, carries 0.039; number 41, H, carries 0.032; number 42, H, carries 0.041; number 43, H, carries 0.018; number 44, H, carries 0.028; number 45, H, carries 0.013; number 46, H, carries 0.022; number 47, H, carries 0.112; number 48, H, carries 0.108; number 49, H, carries 0.107; number 50, H, carries 0.109; number 51, H, carries 0.118; number 52, Se, carries 1.123; number 53, N, carries -0.432; number 54, C, carries -0.400; number 55, C, carries -0.103; number 56, C, carries -0.044; number 57, C, carries -0.054; number 58, C, carries -0.007; number 59, C, carries -0.362; number 60, N, carries -0.195; number 61, H, carries -0.017; number 62, H, carries 0.118; number 63, H, carries 0.113; number 64, H, carries 0.123; number 65, C, carries -0.408; number 66, S, carries 0.656; number 67, C, carries -0.370; number 68, H, carries 0.055; number 69, H, carries -0.009; number 70, H, carries -0.001; number 71, H, carries 0.034; number 72, H, carries 0.063; number 73, H, carries 0.016

=====

# 3
A structure of composition C26H31BLiN5O4S. Source: OMol25; level of theory: ωB97M-V/def2-TZVPD.

Atoms and positions in Å:
Li: -1.487 1.398 1.173
C: -1.371 -1.508 6.392
C: 0.078 -1.062 6.242
C: 0.956 -1.627 7.353
C: 0.193 0.461 6.245
N: -0.565 1.074 5.167
C: -0.377 1.002 3.848
N: -1.366 1.636 3.261
N: -2.160 2.099 4.250
N: -1.694 1.765 5.393
H: -1.438 -2.596 6.377
H: -2.001 -1.124 5.589
H: -1.785 -1.156 7.341
H: 0.460 -1.420 5.279
H: 0.609 -1.284 8.331
H: 1.998 -1.323 7.237
H: 0.922 -2.717 7.352
H: 1.236 0.769 6.148
H: -0.205 0.880 7.169
H: 0.446 0.508 3.356
O: 1.134 0.046 -0.600
B: 0.567 0.327 0.697
O: 1.633 0.006 1.625
C: 2.721 -0.420 0.917
C: 3.957 -0.816 1.373
C: 4.899 -1.193 0.413
C: 4.595 -1.165 -0.942
C: 3.336 -0.759 -1.392
C: 2.415 -0.392 -0.436
H: 4.187 -0.834 2.431
H: 5.883 -1.512 0.731
H: 5.346 -1.464 -1.661
H: 3.090 -0.736 -2.445
C: 0.897 3.826 0.956
N: 0.601 3.458 -0.414
C: 1.728 3.259 -1.300
C: -0.620 3.043 -0.760
O: -1.599 3.008 -0.015
H: 1.486 4.744 0.972
H: 1.461 3.024 1.442
H: -0.034 3.976 1.495
H: 2.307 4.180 -1.381
H: 1.371 2.976 -2.289
H: 2.374 2.460 -0.928
H: -0.690 2.739 -1.814
O: -3.192 0.582 0.591
S: -3.972 1.152 -0.552
C: -5.113 -0.155 -1.016
C: -6.155 0.131 -1.884
C: -7.026 -0.884 -2.249
C: -6.855 -2.163 -1.734
C: -5.817 -2.429 -0.853
C: -4.937 -1.421 -0.485
C: -2.921 1.036 -2.001
C: -1.863 0.145 -2.004
C: -1.040 0.086 -3.120
C: -1.283 0.911 -4.210
C: -2.340 1.815 -4.186
C: -3.161 1.887 -3.070
H: -6.288 1.134 -2.272
H: -7.842 -0.676 -2.927
H: -7.539 -2.953 -2.016
H: -5.692 -3.424 -0.447
H: -4.124 -1.593 0.208
H: -1.660 -0.459 -1.128
H: -0.198 -0.591 -3.117
H: -0.637 0.863 -5.078
H: -2.515 2.470 -5.029
H: -3.968 2.608 -3.025

HOMO level in eV: -6.63
Orbital gap in eV: 7.26
Energy relative to the best compared isomer or geometry (same formula, charge and spin) in kJ/mol: 1.2

Partial charges, Löwdin, in e: number 1, Li, carries 0.487; number 2, C, carries -0.067; number 3, C, carries -0.423; number 4, C, carries -0.078; number 5, C, carries -0.119; number 6, N, carries -0.114; number 7, C, carries -0.130; number 8, N, carries -0.011; number 9, N, carries -0.020; number 10, N, carries 0.052; number 11, H, carries 0.081; number 12, H, carries 0.074; number 13, H, carries 0.087; number 14, H, carries 0.136; number 15, H, carries 0.084; number 16, H, carries 0.078; number 17, H, carries 0.081; number 18, H, carries 0.131; number 19, H, carries 0.132; number 20, H, carries 0.104; number 21, O, carries 0.029; number 22, B, carries -0.351; number 23, O, carries 0.009; number 24, C, carries -0.243; number 25, C, carries -0.005; number 26, C, carries -0.104; number 27, C, carries -0.104; number 28, C, carries -0.007; number 29, C, carries -0.254; number 30, H, carries 0.112; number 31, H, carries 0.095; number 32, H, carries 0.095; number 33, H, carries 0.112; number 34, C, carries -0.027; number 35, N, carries -0.173; number 36, C, carries -0.030; number 37, C, carries -0.330; number 38, O, carries -0.085; number 39, H, carries 0.093; number 40, H, carries 0.090; number 41, H, carries 0.088; number 42, H, carries 0.092; number 43, H, carries 0.094; number 44, H, carries 0.090; number 45, H, carries 0.135; number 46, O, carries -0.580; number 47, S, carries 1.035; number 48, C, carries -0.366; number 49, C, carries -0.084; number 50, C, carries -0.079; number 51, C, carries -0.082; number 52, C, carries -0.069; number 53, C, carries -0.062; number 54, C, carries -0.386; number 55, C, carries -0.067; number 56, C, carries -0.062; number 57, C, carries -0.081; number 58, C, carries -0.082; number 59, C, carries -0.089; number 60, H, carries 0.109; number 61, H, carries 0.105; number 62, H, carries 0.103; number 63, H, carries 0.106; number 64, H, carries 0.111; number 65, H, carries 0.104; number 66, H, carries 0.108; number 67, H, carries 0.103; number 68, H, carries 0.104; number 69, H, carries 0.112

=====

Number 2 is which compound?
C26H31AsClHfI2N2O3SSe5